(1)
# C5H9N2

A structure of composition C5H9N2 (ωB97M-V/def2-TZVPD, the OMol25 dataset).

Structure (XYZ):
```
16
Properties=species:S:1:pos:R:3
C 0.8430 0.7772 0.0080
C -1.8003 0.0553 0.6606
C -2.1483 0.4909 -0.7201
C -0.3781 0.2162 0.2728
C 1.2996 -1.7770 -0.0208
N 0.7202 -0.5143 -0.3877
N 1.7014 1.7450 0.0387
H -2.1115 0.7245 1.4565
H -2.0439 -0.9762 0.9078
H -2.1965 -0.2354 -1.5064
H -2.2904 1.5305 -0.9383
H 1.0685 -2.0196 1.0194
H 0.8664 -2.5413 -0.6665
H 2.3786 -1.7587 -0.1625
H 1.4355 2.6849 0.3083
H 2.6560 1.5979 -0.2699
```

ΔE to the lowest compared entry with this formula, charge and spin: 540.48 kJ/mol
HOMO (spin up / spin down): -12.3 / -12.3 eV
charge: +1
Kohn-Sham gap (spin up / spin down): 7.78 / 7.77 eV
electronic energy: -8300.13059 eV

---

(2)
# C18H21Cl4NOS2

A cluster of 3 separate species, C18H21Cl4NOS2 in total (ωB97M-V/def2-TZVPD, the OMol25 dataset).

Structure (XYZ):
```
47
Properties=species:S:1:pos:R:3
O 7.6068 -1.7892 0.8831
C 6.1912 -1.7841 0.8280
C 5.6125 -0.6958 1.7323
C 4.1306 -0.4302 1.5616
C 3.5651 0.6438 2.2588
C 2.2236 0.9301 2.1106
C 1.4079 0.1723 1.2672
C 1.9648 -0.9076 0.5988
C 3.3139 -1.2088 0.7501
S 0.9105 -1.8597 -0.4604
C -0.6133 -1.7098 0.4321
C -1.5438 -2.7362 0.4140
C -2.7563 -2.5974 1.0675
C -3.0238 -1.4390 1.7813
C -2.0805 -0.4150 1.8165
S -2.4894 1.0453 2.7671
C -0.8699 -0.5257 1.1238
N 0.0518 0.5244 1.1182
H 7.9122 -0.9515 0.5275
H 5.8418 -1.6186 -0.1923
H 5.8430 -2.7447 1.1914
H 6.1661 0.2338 1.6111
H 5.7686 -1.0150 2.7643
H 4.2081 1.2353 2.8928
H 1.7860 1.7573 2.6536
H 3.7177 -2.0492 0.2071
H -1.3356 -3.6405 -0.1382
H -3.5015 -3.3768 1.0312
H -3.9508 -1.3086 2.3122
H -1.7747 0.7689 3.8724
H -0.2188 1.2598 1.7554
Cl -2.9324 -0.6549 -1.8656
C -2.3105 -0.1278 -3.4472
C -0.8220 0.1086 -3.4142
Cl -0.3933 1.5223 -2.4169
H -2.8578 0.7691 -3.7304
H -2.5408 -0.9179 -4.1614
H -0.4610 0.3071 -4.4224
H -0.2879 -0.7517 -3.0154
Cl -4.2271 2.7420 -3.7882
C -5.5842 3.0987 -2.6871
C -5.1008 3.5884 -1.3474
Cl -4.2831 2.3093 -0.4165
H -6.1843 2.1977 -2.5899
H -6.1865 3.8687 -3.1665
H -5.9494 3.9225 -0.7522
H -4.4075 4.4186 -1.4574
```

SMILES string: OCCc1ccc2c(c1)Sc1cccc(S)c1N2.ClCCCl.ClCCCl
ΔE to the lowest compared entry with this formula, charge and spin: 7.83 kJ/mol
HOMO: -7.5 eV
charge: 0
Kohn-Sham gap: 8.07 eV
electronic energy: -94305.44150 eV

---

So what do the calculations give for largest force on an atom? Going down the list: 2.9; 0.9 eV Å⁻¹.